one:
Density functional theory data (wB97M-V/def2-TZVPD) for 2 unconnected molecules or ions with the total composition C3H12N2O2.

```
19
Properties=species:S:1:pos:R:3:lowdin_charge:R:1
O -2.8772 -2.6947 -2.9527 -0.07
O 0.3287 0.8094 -1.8463 -0.07
N 1.4481 2.1394 0.3961 0.05
N -0.2569 -0.6816 2.2585 -0.01
C 0.5817 0.1016 -0.6303 -0.23
C 0.4418 1.0585 0.5476 -0.39
C 0.6693 0.4065 1.9183 -0.26
H 0.6581 1.1966 2.6630 0.10
H 1.5740 -0.3235 -0.7001 0.12
H -0.1673 -0.6746 -0.4836 0.11
H 1.8352 2.1257 -0.5262 0.06
H 1.2235 3.0261 0.7986 0.07
H -3.1276 -3.0168 -2.0729 0.04
H 0.1573 -1.5789 2.0202 0.06
H -2.0990 -3.2161 -3.1757 0.03
H 1.6908 0.0328 1.8857 0.11
H -0.4371 0.4107 -2.2682 0.08
H -0.5666 1.5011 0.5111 0.14
H -1.0768 -0.6222 1.6568 0.06
```

## Properties
* LUMO level: 0.39 eV
* HOMO-LUMO gap: 9.22 eV



two:
Density functional theory data (wB97M-V/def2-TZVPD) for 2 unconnected molecules or ions with the total composition C3H12N2O2.

```
19
Properties=species:S:1:pos:R:3:lowdin_charge:R:1
O 1.1311 -1.3446 -4.2525 -0.07
O 1.8719 1.5028 0.3333 -0.07
N -0.3701 0.3157 1.5900 -0.07
N -1.6132 -1.7947 1.2795 0.01
C 0.5696 1.6458 -0.2379 -0.26
C -0.3369 0.4773 0.1557 -0.26
C -1.5896 -0.5296 1.9649 -0.29
H -1.4964 -2.6242 1.8430 0.06
H -1.5605 -0.7362 3.0322 0.10
H 0.0372 2.4984 0.2211 0.11
H -2.3402 0.2364 1.7579 0.10
H 0.3708 -0.2524 1.9795 0.09
H 2.3490 2.3116 0.2393 0.06
H 0.1571 -0.3954 -0.2935 0.11
H 1.3302 -0.4000 -4.2992 0.03
H 0.7285 1.8635 -1.2911 0.11
H -2.2206 -1.9718 0.4993 0.07
H -1.3240 0.7520 -0.2186 0.12
H 1.9796 -1.7104 -3.9758 0.03
```

## Properties
* LUMO level: 0.78 eV
* HOMO-LUMO gap: 9.47 eV



Which is most stable, and by how much? one, by 57.8 kJ/mol.



one:
Density functional theory data (wB97M-V/def2-TZVPD) for 2 unconnected molecules or ions with the total composition C3H12N2O2.

```
19
Properties=species:S:1:pos:R:3:lowdin_charge:R:1
O -1.4411 0.9421 -2.5480 -0.07
O 4.9589 -0.8793 -2.7268 -0.07
N -1.1596 0.2292 1.0337 -0.09
N -0.1255 -0.9895 2.9160 -0.01
C -1.4922 1.1236 -1.1408 -0.27
C -0.2102 0.2374 2.1177 -0.31
C -0.6906 0.0688 -0.3623 -0.21
H 0.3797 0.3314 -0.3407 0.11
H -1.9713 -0.3567 1.1459 0.10
H -2.3378 1.1236 -2.8523 0.08
H 0.0740 -1.9321 2.6266 0.05
H -0.5500 0.9878 2.8467 0.11
H -0.8996 -1.0412 3.5674 0.05
H -0.7075 -0.9483 -0.7462 0.11
H -1.1404 2.0709 -0.7374 0.11
H 4.1662 -0.5115 -3.1177 0.02
H -2.5041 0.9554 -0.7586 0.11
H 0.7994 0.4394 1.7875 0.10
H 4.8519 -1.8510 -2.7108 0.05
```

## Properties
* LUMO level: 0.76 eV
* HOMO-LUMO gap: 9.30 eV



two:
Density functional theory data (wB97M-V/def2-TZVPD) for 2 unconnected molecules or ions with the total composition C3H12N2O2.

```
19
Properties=species:S:1:pos:R:3:lowdin_charge:R:1
O -1.1849 -1.8170 1.9933 -0.03
O -4.6216 3.7313 -1.1658 -0.06
N 0.4507 -1.0261 0.6359 -0.06
N 3.0291 0.5735 0.2797 -0.02
C 2.4733 -0.4964 -0.5846 -0.27
C -0.9446 -1.2710 0.7392 -0.35
C 0.9540 -0.6390 -0.6464 -0.26
H 2.7925 -1.4377 -0.1080 0.10
H 2.9156 1.4530 -0.2088 0.05
H -4.3009 4.5988 -1.4418 0.04
H 0.7651 -1.3508 -1.4785 0.12
H 2.9463 -0.3631 -1.5415 0.10
H 0.4838 0.3023 -0.9682 0.12
H -1.3608 -1.8809 -0.0797 0.12
H -1.9620 -2.3665 2.0822 0.09
H -1.4878 -0.3369 0.6353 0.11
H 0.9706 -1.7999 1.0392 0.12
H -4.3520 3.4538 -0.2904 0.03
H 2.4336 0.6725 1.1090 0.06
```

## Properties
* LUMO level: 0.69 eV
* HOMO-LUMO gap: 9.59 eV



three:
Density functional theory data (wB97M-V/def2-TZVPD) for 3 unconnected molecules or ions with the total composition C3H12N2O2.

```
19
Properties=species:S:1:pos:R:3:lowdin_charge:R:1
O 0.0783 1.3083 2.0205 -0.05
O 2.8686 -0.0731 -0.0069 -0.10
N 0.3851 -1.8044 0.6670 0.06
N 0.3300 0.7143 -0.8929 0.04
C -0.8417 -0.0181 -0.4768 -0.41
C -2.1906 0.6366 -0.6351 -0.06
C -0.7261 -1.2885 -0.0443 -0.15
H -2.5219 0.6130 -1.6803 0.07
H 0.1409 0.6564 1.3225 -0.03
H 0.2932 -2.7930 0.8478 0.07
H 0.8386 1.0555 2.5607 0.05
H -2.1236 1.6814 -0.3309 0.08
H 0.4674 0.7488 -1.8832 0.10
H 2.0378 0.1757 -0.4718 -0.02
H -1.4656 -2.0240 -0.3525 0.12
H 3.6187 0.3517 -0.4306 0.03
H 0.5011 1.5503 -0.3484 0.08
H 1.2474 -1.6332 0.1554 0.06
H -2.9377 0.1421 -0.0201 0.07
```

## Properties
* LUMO level: 0.76 eV
* HOMO-LUMO gap: 8.92 eV



Which is most stable, and by how much? two, by 14.5 kJ/mol.